Entry 1:
Density functional theory data (ωB97M-V/def2-TZVPD) for a structure of composition CH4N6O.

Structure (XYZ):
```
12
Properties=species:S:1:pos:R:3:forces:R:3
C 0.290 0.578 -0.015 -4.153 -2.270 -0.401
H -3.081 -0.143 -0.506 4.965 -0.595 2.249
H -1.919 -0.713 1.297 -1.241 0.808 -4.620
H 1.203 2.280 -1.005 -0.421 -0.853 0.909
H -0.759 -1.616 0.395 2.220 -0.049 -0.402
N -1.880 -0.436 -0.087 -2.112 -0.532 4.088
N -1.012 0.685 0.000 0.070 2.766 -1.280
N 1.269 1.470 -0.364 -0.366 -0.409 -0.565
N 2.421 0.773 -0.486 1.156 -2.957 1.851
N 2.274 -0.457 -0.034 -0.932 1.924 -1.477
N 0.925 -0.611 0.218 1.024 0.946 -0.008
O 0.267 -1.809 0.586 -0.211 1.221 -0.345
```
Positions in Å, forces in eV/Å.

Summary:
* calculated total energy: -443.99239 a.u.
* Kohn-Sham gap: 8.2037 eV
* HOMO: -8.036 eV
* LUMO: 0.006 Eh
* relative energy (zero: lowest compared OMol25 entry of this formula, charge and spin): 510.86 kJ/mol
* total charge: 0

***

Entry 2:
Density functional theory data (ωB97M-V/def2-TZVPD) for an isolated molecule of C4H9NO.

Structure (XYZ):
```
15
Properties=species:S:1:pos:R:3:forces:R:3
C 0.580 0.383 -1.612 -0.702 0.879 -1.515
N -0.581 0.723 -0.789 0.394 -0.199 -0.118
C -0.374 -1.323 0.710 0.064 -1.019 0.807
C -0.551 0.173 0.552 0.080 0.539 0.700
C 0.489 0.967 1.363 -0.639 -0.834 -0.559
O 0.488 1.023 2.559 0.202 0.104 0.146
H 1.312 -0.232 -1.151 0.560 -0.535 0.646
H 0.260 -0.122 -2.527 -0.015 -0.318 0.119
H 1.069 1.277 -2.013 0.115 0.089 0.410
H -1.414 0.454 -1.289 -0.173 -0.021 0.231
H -0.398 -1.628 1.765 0.012 0.466 -0.001
H -1.198 -1.898 0.286 0.066 0.191 -0.427
H 0.578 -1.729 0.364 -0.055 0.193 -0.380
H -1.465 0.453 1.066 -0.433 -0.020 -0.134
H 1.205 1.478 0.716 0.523 0.484 0.077
```
Positions in Å, forces in eV/Å.

Summary:
* SMILES: CN[C@@H](C)C=O
* calculated total energy: -287.76796 a.u.
* Kohn-Sham gap: 10.0029 eV
* HOMO: -9.098 eV
* LUMO: 0.033 Eh
* relative energy (zero: lowest compared OMol25 entry of this formula, charge and spin): 169.32 kJ/mol
* total charge: 0